C7H14N2O4S | ωB97M-V with the def2-TZVPD basis set

- HOMO energy: -0.3307 hartree
- Largest force on an atom: 0.134 Eh/bohr
- Orbital gap: 9.209 eV
- SMILES: C[C@@H](O)[C@H](NC(=O)[C@@H](N)CS)C(=O)O

Geometry as XYZ:
```
28
Properties=species:S:1:pos:R:3:forces:R:3
C 0.948 -0.934 2.914 1.589 -5.525 -3.291
C 1.451 0.103 1.849 -2.002 1.056 1.740
O 2.873 0.395 2.126 -2.185 3.494 2.971
C 1.488 -0.440 0.408 -2.058 1.993 -1.954
N 0.249 -0.302 -0.413 -1.898 -0.577 -0.343
C -0.253 0.844 -1.134 1.044 -2.694 -0.088
O 0.173 1.969 -1.106 1.082 0.073 0.882
C -1.453 0.572 -2.096 -0.037 -0.232 -0.393
N -2.199 -0.614 -1.557 -1.447 0.769 0.120
C -2.296 1.872 -1.912 4.379 -0.055 4.022
S -3.510 2.220 -2.914 -6.258 -0.552 -2.820
C 2.014 -1.883 0.308 0.170 -1.816 -3.502
O 1.576 -2.729 -0.520 1.317 2.944 3.573
O 3.156 -2.058 1.014 -0.882 1.474 0.211
H 0.078 -1.767 2.519 2.070 2.842 0.803
H 0.698 -0.686 3.929 0.232 0.581 0.203
H 1.944 -1.747 2.825 -3.015 2.166 1.309
H 0.748 1.074 2.035 1.930 -1.969 -1.241
H 2.754 1.164 2.881 1.178 -3.033 -2.738
H 2.035 0.306 -0.208 1.253 -0.766 0.917
H -0.209 -1.227 -0.633 0.437 1.707 0.191
H -1.133 0.425 -3.232 -0.486 0.102 2.572
H -2.960 -0.316 -0.869 1.652 -0.208 -0.977
H -2.760 -1.085 -2.264 0.397 0.131 -0.258
H -1.819 2.897 -2.043 0.864 -1.621 0.126
H -2.357 1.866 -0.778 -1.060 0.333 -1.011
H -4.540 1.246 -2.629 1.461 1.140 -0.364
H 3.304 -1.165 1.500 0.272 -1.756 -0.658
```
Forces are in eV/Å.

=====

C7H14N2S2 | ωB97M-V with the def2-TZVPD basis set

- HOMO energy: -0.2991 hartree
- Largest force on an atom: 0.040 Eh/bohr
- Orbital gap: 8.771 eV
- SMILES: CCN1CSC(=S)N(CC)C1

Geometry as XYZ:
```
25
Properties=species:S:1:pos:R:3:forces:R:3
C -0.458 1.554 -2.767 -1.148 -0.308 0.273
C -0.462 0.537 -1.618 1.434 0.173 0.113
N 0.501 1.000 -0.588 0.379 1.021 0.184
C 1.926 0.863 -0.910 -0.862 0.549 0.694
S 2.491 -0.831 -0.585 -0.544 -0.402 0.450
C 1.339 -1.355 0.659 -1.358 0.812 1.351
S 1.458 -2.981 1.020 -0.088 0.679 -0.023
N 0.430 -0.474 1.319 0.840 -1.810 -0.427
C -0.513 -1.039 2.346 0.445 0.026 -0.163
C -1.737 -1.681 1.697 0.285 -0.465 0.502
C 0.215 0.919 0.845 0.783 -0.693 -1.531
H -1.209 1.282 -3.539 0.565 0.137 0.347
H -0.708 2.548 -2.367 0.025 -0.329 -0.121
H 0.518 1.612 -3.196 0.578 0.061 -0.577
H -0.205 -0.495 -1.936 -0.142 0.445 -0.092
H -1.447 0.506 -1.212 -0.677 -0.080 0.654
H 2.147 1.095 -1.957 -0.219 -0.128 0.197
H 2.531 1.547 -0.289 -0.448 -0.161 -0.231
H -0.850 -0.232 2.992 0.126 0.477 -0.147
H 0.003 -1.718 3.044 0.071 0.078 -0.715
H -1.404 -2.426 0.971 -0.175 0.097 0.009
H -2.309 -0.898 1.214 -0.306 -0.033 -0.214
H -2.368 -2.197 2.455 0.360 0.432 -0.457
H 0.918 1.587 1.362 -0.185 -0.074 -0.072
H -0.808 1.275 1.041 0.260 -0.503 -0.003
```
Forces are in eV/Å.

=====

C7H14N3O | ωB97M-V with the def2-TZVPD basis set

- Net charge: +1
- HOMO energy: -0.4242 hartree
- Largest force on an atom: 0.096 Eh/bohr
- Orbital gap: 8.330 eV
- SMILES: C=N/C(C)=C(N)\[NH+]=C(/C)OC

Geometry as XYZ:
```
25
Properties=species:S:1:pos:R:3:forces:R:3
C -1.559 -2.156 -1.091 -0.635 -0.880 -0.168
N -0.922 -1.264 -0.501 1.775 1.943 0.249
C -1.498 -0.039 -0.080 0.263 0.324 0.194
C -2.923 -0.054 0.358 0.507 -4.276 -2.463
C -0.842 1.157 -0.214 -0.095 -3.247 -0.259
N -1.367 2.396 0.071 4.576 0.509 -0.887
N 0.510 1.074 -0.713 0.196 1.073 0.302
C 1.459 0.330 -0.147 -1.576 0.598 1.535
C 1.260 -0.298 1.210 -1.788 -0.263 -0.083
O 2.597 0.248 -0.706 1.068 -0.335 -1.227
C 3.703 -0.406 0.032 2.360 2.307 -1.290
H -1.053 -3.019 -1.472 0.538 -0.448 -0.013
H -2.615 -2.191 -1.252 -0.926 0.388 -0.105
H -3.093 0.648 1.054 -1.130 2.615 2.263
H -3.257 -1.096 0.769 0.678 1.975 -0.800
H -3.356 0.105 -0.639 -1.223 0.177 0.657
H -1.129 3.151 -0.555 0.248 0.009 -0.006
H -2.276 2.431 0.268 -4.352 -0.091 0.995
H 0.737 1.795 -1.409 0.392 -0.892 0.052
H 0.364 0.166 1.759 1.183 -1.036 -1.162
H 2.118 -0.014 1.808 0.088 -0.533 0.132
H 1.127 -1.429 1.025 0.275 1.765 0.723
H 3.605 -1.467 0.047 -0.689 -0.643 0.584
H 3.681 0.197 0.971 1.000 -1.313 -0.626
H 4.728 -0.264 -0.592 -2.731 0.274 1.400
```
Forces are in eV/Å.

=====

C7H14N3OPt | ωB97M-V with the def2-TZVPD basis set

- Net charge: -1
- HOMO energy (alpha / beta): -0.0364 / -0.1605 hartree
- Largest force on an atom: 0.063 Eh/bohr
- Multiplicity: 3
- Orbital gap (alpha / beta): 3.986 / 7.190 eV
- <S²>: 2.02

Geometry as XYZ:
```
26
Properties=species:S:1:pos:R:3:forces:R:3
C 1.382 0.923 1.535 -0.147 -0.336 1.579
Pt -0.003 -0.381 -0.192 2.863 0.548 0.034
N -1.382 -0.694 -1.605 -1.816 -0.469 -1.749
H 1.084 0.033 -1.347 0.026 -0.142 0.049
H -1.303 -1.657 -1.916 -0.176 0.035 -0.187
H 0.554 1.171 0.841 0.131 0.064 0.016
H 2.260 1.465 1.137 -0.241 -0.484 0.585
H 1.519 -0.209 1.670 0.090 1.726 -0.460
H 0.970 1.297 2.520 0.839 -0.112 -0.745
H -2.307 -0.520 -1.230 -0.351 -0.135 -0.108
H -1.198 -0.067 -2.373 -0.085 0.032 -0.387
N -3.907 -3.565 4.720 -0.961 -1.073 1.275
C -3.958 -2.243 4.375 2.007 0.726 -2.467
O -4.688 -1.447 4.946 -0.847 0.247 0.859
C -3.071 -1.842 3.255 -1.479 -0.266 1.805
C -2.219 -2.721 2.581 1.647 -0.625 -1.473
C -1.371 -2.241 1.591 -1.082 -0.365 1.222
N -1.349 -0.930 1.242 0.370 -0.497 -0.246
C -2.154 -0.052 1.872 -1.006 -0.854 1.174
C -3.013 -0.487 2.868 0.635 1.742 -1.056
H -4.496 -3.812 5.508 0.248 0.041 -0.283
H -3.286 -4.279 4.384 0.084 0.459 -0.192
H -2.157 -3.788 2.796 -0.096 0.245 -0.010
H -0.669 -2.861 1.047 -0.151 -0.141 0.145
H -2.062 0.978 1.528 -0.207 -0.152 0.295
H -3.609 0.282 3.330 -0.294 -0.213 0.324
```
Forces are in eV/Å.

=====

C7H14N4O | ωB97M-V with the def2-TZVPD basis set

- HOMO energy (alpha / beta): -0.2798 / -0.2799 hartree
- Largest force on an atom: 0.072 Eh/bohr
- Orbital gap (alpha / beta): 6.382 / 6.384 eV

Geometry as XYZ:
```
26
Properties=species:S:1:pos:R:3:forces:R:3
C -2.210 -0.553 -0.909 1.430 -1.244 -3.175
C -2.528 -1.351 -2.102 1.018 0.561 2.848
C 0.707 -1.029 1.056 0.184 -3.017 -0.699
C 2.361 0.258 -0.363 0.553 -0.039 3.411
C 1.689 1.015 1.983 -2.136 -0.043 -0.147
C -0.818 1.850 0.465 -0.292 0.907 -1.104
C 1.193 0.358 0.688 -0.562 -0.990 -1.445
N -0.260 -0.941 -1.935 -0.769 0.534 0.345
N -3.649 -1.891 -2.302 -0.204 0.015 -1.733
N -0.902 -0.466 -0.931 1.952 2.964 1.022
N 0.106 0.957 -0.104 0.601 -0.479 -1.640
O -1.265 -1.552 -2.681 -0.724 -0.407 -0.671
H -2.781 -0.456 -0.080 -1.603 0.639 2.247
H -0.388 -1.159 1.319 1.425 0.511 -0.037
H 0.936 -1.824 0.249 -0.670 1.552 0.758
H 1.350 -1.421 1.828 -0.100 -0.018 0.837
H 3.027 -0.439 0.214 -0.104 0.064 -1.410
H 2.940 1.205 -0.382 -0.643 -0.372 -0.509
H 1.921 -0.083 -1.280 0.450 -0.221 -0.464
H 2.043 1.976 1.792 0.659 1.824 -0.373
H 0.924 1.118 2.796 0.729 -0.559 -0.647
H 2.535 0.415 2.235 0.423 -0.422 0.734
H -1.561 1.928 -0.303 -0.895 0.385 -0.159
H -1.232 1.508 1.349 -1.071 -0.537 2.110
H -0.461 2.911 0.622 0.426 -1.281 -0.351
H -3.678 -2.331 -3.224 -0.077 -0.327 0.252
```
Forces are in eV/Å.

=====

C7H14NO | ωB97M-V with the def2-TZVPD basis set

- Net charge: +1
- HOMO energy: -0.5265 hartree
- Largest force on an atom: 0.108 Eh/bohr
- Orbital gap: 8.517 eV
- SMILES: CC(C)=C[N+](=O)C(C)C

Geometry as XYZ:
```
23
Properties=species:S:1:pos:R:3:forces:R:3
C -3.116 -0.746 0.422 -4.107 2.157 2.207
C -1.992 0.114 0.188 1.916 0.363 -1.729
C -2.239 1.389 -0.617 4.385 1.896 2.824
C -0.801 -0.478 0.423 1.581 4.306 -0.598
N 0.689 0.487 0.281 -4.885 -0.369 0.790
O 0.730 1.631 -0.027 -0.434 -1.076 0.132
C 1.850 -0.270 0.505 2.188 -1.200 -1.653
C 3.027 0.623 0.405 1.233 0.415 2.320
C 1.766 -1.158 -0.781 2.912 -2.825 1.575
H -3.956 -0.217 1.118 2.145 -0.971 -1.295
H -2.896 -1.640 0.845 1.058 -2.555 1.926
H -3.742 -1.088 -0.354 -0.382 0.426 -1.942
H -3.225 1.602 -0.773 -2.524 0.074 -0.740
H -1.795 2.387 -0.129 -1.015 -2.216 -0.341
H -1.576 1.397 -1.463 -0.322 -0.363 -0.889
H -0.427 -1.409 0.723 -0.067 -0.991 0.622
H 1.901 -0.980 1.304 -0.952 0.132 1.032
H 3.383 0.686 -0.546 0.150 0.955 -3.227
H 2.920 1.580 0.878 -0.553 0.636 -0.164
H 3.985 0.357 0.811 0.065 -1.413 1.141
H 0.947 -1.834 -0.823 -0.912 -0.092 -0.163
H 2.676 -1.889 -0.797 -1.319 1.489 0.284
H 1.891 -0.542 -1.594 -0.162 1.221 -2.111
```
Forces are in eV/Å.